{
  "formula": "C6H12N4O",
  "method": "the ωB97M-V functional and the def2-TZVPD basis",
  "species": ["C", "C", "C", "C", "C", "C", "N", "N", "N", "N", "O", "H", "H", "H", "H", "H", "H", "H", "H", "H", "H", "H", "H"],
  "positions_angstrom": [[-1.859319, -0.136956, 0.235753], [-3.027282, 0.390647, -0.018821], [-1.099141, -0.925367, -0.868320], [2.194719, 1.658324, 1.084776], [1.036168, -1.437226, -1.940578], [1.829099, 0.218069, 0.611889], [0.822181, 0.416786, -0.446469], [0.213998, -0.805008, -0.867928], [-1.276364, -0.013222, 1.529540], [-3.999798, 0.974330, -0.401919], [-1.778827, -1.740863, -1.477392], [1.350185, 2.277424, 1.499334], [2.845493, 1.426123, 1.875623], [2.581652, 2.101530, 0.245898], [0.456665, -2.360948, -2.383083], [1.246216, -0.675261, -2.561142], [1.813670, -1.810079, -1.336013], [2.615515, -0.381799, 0.314825], [1.475051, -0.338430, 1.432214], [-0.943084, -0.942515, 1.807994], [-1.789753, 0.309869, 2.299231], [-4.939461, 0.666620, -0.561474], [0.232417, 1.127952, -0.073938]],
  "atomic_forces_ev_per_a": [[0.55, 0.36, 0.12], [0.14, -1.13, -0.67], [-3.37, -0.20, 2.04], [-2.09, -2.24, 0.97], [-3.48, -3.67, 2.53], [-2.39, 2.50, 0.07], [1.84, -1.05, -0.09], [0.96, 0.92, -0.66], [2.12, -1.79, -0.51], [-0.45, 1.80, -0.55], [0.79, 0.18, -0.79], [0.53, -0.97, -0.53], [1.43, 0.67, 1.00], [1.46, 1.61, -1.60], [1.05, 2.17, 0.72], [1.16, 2.12, -2.60], [1.71, -0.52, -0.22], [2.16, -0.56, -1.29], [-1.20, -0.62, 1.30], [0.03, 0.45, -0.03], [-1.35, 0.83, 0.59], [-0.19, -0.72, 0.36], [-1.40, -0.13, -0.15]],
  "lowdin_charge": [-0.24, -0.13, -0.44, -0.06, 0.02, -0.25, -0.01, -0.11, 0.07, 0.18, 0.05, 0.10, 0.05, 0.04, 0.14, 0.05, 0.06, 0.08, 0.08, 0.10, 0.06, 0.07, 0.09],
  "de_lowest_kcal_mol": 72.4,
  "smiles": "CCNN(C)C(=O)C(N)=C=N",
  "multiplicity": 1,
  "homo_lumo_gap_ev": 8.540,
  "e_homo_ev": -7.71
}